C3H5EuO4 | wB97M-V/def2-TZVPD

```
13
Properties=species:S:1:pos:R:3
Eu 2.4953 -4.5399 -2.8960
O 2.2231 -4.9948 -5.1182
O 2.2495 -5.2979 1.1139
O 2.5790 -3.9642 -0.6886
O 2.0923 -6.0386 -1.0299
C 0.2599 -4.3403 -6.4063
C 1.5102 -5.1399 -6.2340
C 2.3138 -5.0396 -0.0656
H 2.0756 -5.4369 -7.1311
H -0.4634 -4.5514 -5.5994
H -0.2183 -4.5654 -7.3705
H 0.4541 -3.2475 -6.3754
H 1.7889 -6.8903 -0.6759
```

Output
Molecular weight: 257.0 g mol⁻¹
Relative energy (zero: lowest compared OMol25 entry of this formula, charge and spin): 0.0 kcal/mol
Net charge: 0
2S+1: 9
Frontier orbital gap (alpha / beta): 4.724 / 8.367 eV
Largest force on an atom: 1.86 eV/Å
HOMO energy (alpha / beta): -5.6 / -9.3 eV

Calculated atomic charges, method natural (NBO), unit e: 1.751 -0.991 -0.639 -0.880 -0.851 -0.693 0.119 0.958 0.115 0.189 0.217 0.184 0.522